{"formula": "C46H69BCrN2OP2SSi", "method": "ωB97M-V with the def2-TZVPD basis set", "multiplicity": 2, "lumo_ev": [-2.42, -2.04], "mol_weight_da": 850.98, "total_energy_ha": -4418.5377, "homo_energy_ev": [-9.6, -9.4], "s_squared": 0.79, "homo_lumo_gap_ev": [7.135, 7.363], "total_charge": 1, "symbols": ["Cr", "C", "C", "C", "C", "P", "C", "N", "B", "N", "C", "P", "C", "C", "C", "C", "C", "C", "C", "C", "C", "C", "C", "C", "C", "C", "C", "C", "C", "C", "H", "H", "H", "H", "H", "H", "H", "H", "H", "H", "H", "H", "H", "H", "H", "H", "H", "H", "H", "H", "H", "H", "H", "H", "H", "H", "H", "H", "H", "H", "H", "H", "H", "H", "H", "H", "H", "H", "H", "H", "H", "H", "H", "H", "O", "S", "C", "C", "C", "C", "C", "C", "C", "C", "C", "C", "C", "C", "C", "C", "H", "H", "H", "H", "H", "H", "H", "H", "H", "H", "H", "H", "H", "H", "C", "Si", "C", "C", "C", "C", "C", "C", "C", "H", "H", "H", "H", "H", "H", "H", "H", "H", "H", "H"], "positions_angstrom": [[-0.1404, -0.5870, -0.1071], [2.6708, 0.4578, -2.5637], [2.3019, 1.6242, -1.6360], [1.0544, 2.3316, -2.1929], [3.4905, 2.5879, -1.6507], [1.8737, 0.9427, 0.0651], [3.2391, -0.2670, 0.3955], [2.8265, -1.4706, -0.2869], [1.4363, -1.7706, -0.5668], [1.4840, -2.7774, -1.5981], [0.3667, -3.2668, -2.3576], [-1.0813, -2.1644, -1.9974], [-1.4621, -1.4640, -3.6932], [-2.7283, -0.6035, -3.6424], [-0.2803, -0.5455, -4.0241], [-1.6080, -2.5021, -4.8207], [-2.4451, -3.3223, -1.4775], [-3.4553, -2.4717, -0.6936], [-1.8364, -4.3471, -0.5134], [-3.1608, -4.0629, -2.6028], [2.8225, -3.0701, -1.9008], [3.3610, -3.9231, -2.8464], [4.7508, -3.9673, -2.9771], [5.5680, -3.1807, -2.1742], [5.0232, -2.3237, -1.2142], [3.6476, -2.2737, -1.0899], [2.0979, 2.2694, 1.3536], [1.4954, 1.7310, 2.6539], [3.5643, 2.6148, 1.6261], [1.2837, 3.5066, 0.9659], [2.7436, 0.8508, -3.5832], [1.9351, -0.3429, -2.5625], [3.6389, 0.0210, -2.3097], [1.1779, 2.4879, -3.2705], [0.8929, 3.3031, -1.7302], [0.1392, 1.7547, -2.0358], [3.7352, 2.8110, -2.6946], [4.3823, 2.1479, -1.1968], [3.2797, 3.5349, -1.1571], [3.3278, -0.4047, 1.4732], [4.1971, 0.0989, 0.0219], [0.1219, -4.3006, -2.1097], [0.5975, -3.2344, -3.4216], [-2.6395, 0.2015, -2.9096], [-3.6218, -1.1861, -3.4094], [-2.8840, -0.1455, -4.6242], [-0.1256, 0.2084, -3.2516], [-0.4883, -0.0219, -4.9629], [0.6529, -1.0993, -4.1553], [-2.6240, -2.8843, -4.8946], [-0.9384, -3.3574, -4.7320], [-1.3762, -2.0111, -5.7702], [-2.9595, -1.9684, 0.1380], [-4.2352, -3.1145, -0.2725], [-3.9378, -1.7175, -1.3200], [-1.0676, -3.9085, 0.1166], [-1.3945, -5.1908, -1.0463], [-2.6213, -4.7435, 0.1381], [-3.7607, -3.4036, -3.2302], [-3.8421, -4.7870, -2.1437], [-2.4699, -4.6208, -3.2374], [2.7273, -4.5483, -3.4665], [5.1959, -4.6222, -3.7163], [6.6438, -3.2337, -2.2910], [5.6657, -1.7198, -0.5822], [2.0837, 0.9198, 3.0793], [0.4770, 1.3693, 2.5081], [1.4651, 2.5431, 3.3895], [4.1701, 1.7286, 1.8257], [3.5974, 3.2349, 2.5280], [4.0299, 3.1791, 0.8230], [0.2400, 3.2541, 0.7477], [1.6919, 4.0375, 0.1080], [1.2857, 4.2028, 1.8120], [-1.6239, 0.9402, -0.0617], [-3.1394, 0.9748, -0.2934], [-3.9032, 0.6007, 1.3083], [-3.5821, 1.5650, 2.4138], [-4.5671, 2.4053, 2.9249], [-4.2740, 3.2888, 3.9566], [-2.9901, 3.3386, 4.4838], [-2.0018, 2.5005, 3.9797], [-2.2979, 1.6163, 2.9546], [-3.6942, 2.7105, -0.4837], [-2.6726, 3.8082, -0.3713], [-2.4819, 4.4877, 0.8300], [-1.6373, 5.5876, 0.8839], [-0.9736, 6.0156, -0.2597], [-1.1516, 5.3344, -1.4567], [-1.9957, 4.2344, -1.5093], [-3.5445, -0.4027, 1.5298], [-4.9757, 0.5418, 1.0994], [-5.5745, 2.3636, 2.5215], [-5.0493, 3.9337, 4.3502], [-2.7635, 4.0191, 5.2958], [-0.9997, 2.5248, 4.3946], [-1.5295, 0.9619, 2.5654], [-4.4880, 2.8367, 0.2525], [-4.1393, 2.7081, -1.4787], [-3.0237, 4.1817, 1.7187], [-1.5088, 6.1189, 1.8201], [-0.3253, 6.8831, -0.2205], [-0.6457, 5.6696, -2.3543], [-2.1562, 3.7234, -2.4541], [-1.5792, -2.4389, 2.5682], [0.1367, -2.0877, 1.8584], [0.9675, -3.7891, 1.6752], [1.0923, -1.4160, 3.3376], [2.4704, -1.6359, 3.4484], [3.1850, -1.2081, 4.5616], [2.5290, -0.5558, 5.5998], [1.1584, -0.3393, 5.5177], [0.4528, -0.7666, 4.3976], [-1.4330, -2.8269, 3.5823], [-2.1089, -3.1997, 1.9890], [-2.2278, -1.5599, 2.6492], [1.3501, -4.0992, 2.6538], [1.8128, -3.7692, 0.9787], [0.2879, -4.5756, 1.3391], [2.9994, -2.1651, 2.6584], [4.2504, -1.3941, 4.6254], [3.0792, -0.2384, 6.4768], [0.6377, 0.1544, 6.3304], [-0.6206, -0.5888, 4.3581]], "atomic_forces_ev_per_a": [[-1.62, 1.04, 0.18], [0.09, -0.02, -0.03], [-0.09, 0.05, 0.02], [0.05, 0.06, -0.01], [0.05, 0.03, -0.07], [0.38, -0.41, -0.43], [-0.10, 0.01, -0.07], [0.11, -0.36, 0.11], [0.41, -0.10, 0.02], [0.29, -0.07, 0.13], [0.05, -0.02, 0.07], [0.54, 0.05, -0.05], [-0.05, 0.06, -0.02], [-0.03, 0.00, -0.04], [0.00, -0.01, -0.09], [-0.05, 0.06, -0.08], [-0.16, 0.14, 0.20], [-0.12, -0.05, -0.10], [-0.07, -0.12, -0.04], [-0.10, -0.13, 0.07], [-0.31, -0.01, -0.07], [0.06, -0.06, 0.00], [-0.04, 0.04, 0.03], [-0.05, 0.03, 0.03], [0.08, -0.05, -0.02], [-0.11, 0.25, 0.19], [-0.34, 0.03, 0.05], [0.06, 0.00, 0.09], [0.00, 0.12, 0.07], [-0.01, 0.11, 0.01], [0.01, -0.03, 0.05], [0.03, 0.04, 0.01], [-0.06, 0.06, -0.02], [-0.01, 0.01, 0.08], [0.00, 0.02, 0.02], [0.05, 0.01, 0.03], [-0.01, 0.00, 0.07], [-0.06, 0.01, -0.05], [-0.01, -0.02, 0.01], [0.07, 0.05, 0.05], [0.04, 0.00, -0.07], [0.01, -0.06, -0.05], [0.02, 0.00, -0.12], [0.03, -0.01, -0.01], [0.05, 0.03, -0.01], [0.01, -0.01, 0.05], [-0.02, -0.09, -0.05], [0.02, -0.05, 0.04], [-0.06, 0.02, 0.00], [0.06, 0.02, -0.01], [0.03, 0.05, 0.01], [-0.03, -0.03, 0.03], [0.02, 0.00, 0.08], [0.04, 0.04, -0.04], [0.04, -0.05, 0.05], [-0.02, 0.03, 0.00], [-0.02, 0.04, 0.03], [0.04, 0.00, -0.06], [0.04, -0.02, 0.05], [0.02, 0.02, -0.06], [-0.03, 0.03, 0.04], [0.04, 0.05, 0.03], [-0.03, 0.02, 0.06], [-0.06, 0.00, 0.02], [-0.03, -0.03, -0.05], [0.01, 0.02, -0.01], [0.02, 0.02, -0.02], [0.02, -0.07, -0.06], [-0.05, 0.04, 0.02], [0.03, -0.01, -0.06], [0.00, -0.01, -0.01], [0.06, 0.00, 0.02], [0.02, 0.00, 0.00], [-0.02, -0.04, -0.07], [0.02, -0.09, 0.01], [0.17, -0.16, 0.10], [0.12, 0.16, 0.13], [-0.01, -0.07, 0.04], [-0.04, 0.02, -0.01], [0.03, -0.02, -0.02], [-0.02, -0.01, -0.01], [0.01, 0.01, 0.02], [-0.06, -0.01, -0.02], [0.06, 0.11, -0.05], [0.00, -0.03, 0.04], [-0.04, 0.01, 0.02], [0.02, -0.03, -0.03], [0.01, -0.04, 0.05], [0.04, -0.02, 0.03], [0.02, -0.01, -0.06], [-0.04, -0.09, 0.00], [0.07, 0.01, 0.01], [0.04, -0.01, 0.04], [0.02, -0.02, -0.01], [-0.01, -0.02, -0.05], [-0.07, 0.00, -0.04], [-0.02, -0.04, 0.02], [0.01, 0.03, -0.04], [-0.01, 0.05, 0.00], [0.07, 0.01, -0.07], [-0.01, -0.03, -0.06], [-0.04, -0.04, 0.00], [-0.02, -0.02, 0.03], [0.02, 0.02, 0.04], [-0.35, 0.04, -0.02], [0.75, -0.45, -0.58], [0.06, -0.18, 0.06], [0.06, 0.18, 0.14], [-0.01, 0.00, 0.10], [-0.08, 0.03, -0.03], [-0.06, -0.02, -0.05], [0.02, -0.03, -0.06], [0.04, 0.02, 0.03], [-0.04, 0.00, -0.09], [0.01, 0.09, 0.09], [0.06, -0.07, 0.06], [-0.05, 0.00, -0.09], [-0.08, -0.05, 0.13], [0.07, 0.05, 0.01], [-0.07, 0.00, 0.08], [-0.02, 0.00, 0.01], [-0.01, 0.02, -0.03], [0.02, -0.02, -0.02], [0.10, -0.03, 0.02]], "mulliken_charge": [-0.800, -1.758, 2.421, -1.690, -1.987, 0.566, -1.600, 0.637, 1.967, 0.660, -2.012, 0.509, 1.940, -1.651, -2.224, -1.715, 2.512, -1.470, -2.165, -1.947, 0.747, -0.798, -0.819, -0.828, -0.762, 0.236, 2.860, -1.418, -1.868, -2.357, 0.888, -0.364, 0.290, 0.533, 0.373, -0.331, 0.472, 0.289, 0.358, -0.041, 0.763, 0.406, 0.797, 0.060, 0.287, 0.547, 0.273, 0.734, 0.248, 0.405, 0.213, 0.531, -0.263, 0.625, 0.258, -0.010, 0.443, 0.591, 0.317, 0.528, 0.320, 0.494, 0.413, 0.414, 0.500, -0.055, -0.301, 1.039, 0.266, 0.540, 0.375, 0.245, 0.284, 0.714, -1.119, 1.267, -1.386, 0.043, -0.375, -0.817, -0.744, -0.605, 0.967, -1.935, 0.382, 0.142, -0.793, -0.518, -0.668, -0.086, 0.133, 0.721, 0.428, 0.391, 0.456, 0.449, -0.251, 0.616, 0.745, 0.227, 0.480, 0.423, 0.408, 0.393, -1.210, 1.967, -1.686, -0.015, -0.379, -0.486, -0.746, -0.665, -0.405, 0.673, 0.359, 0.260, 0.674, 0.101, 0.656, 0.230, 0.461, 0.395, 0.467, 0.317]}


{"formula": "CHCl2O2P", "method": "ωB97M-V with the def2-TZVPD basis set", "lumo_ev": [-1.91, -1.91], "mol_weight_da": 146.90, "de_lowest_kj_mol": 545.6, "total_energy_ha": -1450.7344, "homo_energy_ev": [-9.7, -9.7], "homo_lumo_gap_ev": [7.757, 7.762], "total_charge": 0, "symbols": ["C", "O", "O", "P", "Cl", "Cl", "H"], "positions_angstrom": [[0.8811, -0.3535, -0.5546], [-1.6077, -1.0271, -1.3380], [-1.8673, -0.7685, -0.0058], [-0.2513, -0.9697, -2.0035], [1.0501, 1.3777, -1.2199], [2.4283, -0.8848, -0.0806], [0.1401, -0.5358, 0.2843]], "atomic_forces_ev_per_a": [[-2.20, 0.34, -0.33], [-1.10, 0.09, 0.93], [-0.15, -0.07, 0.09], [2.70, 0.17, -0.51], [-0.70, -0.95, 0.62], [0.68, -0.82, -0.18], [0.76, 1.25, -0.62]], "mulliken_charge": [0.023, 0.076, -0.526, 0.353, -0.161, -0.120, 0.355]}


{"formula": "C5H6O2", "method": "ωB97M-V with the def2-TZVPD basis set", "smiles": "O=C1CO[C@H]2C[C@@H]12", "lumo_ev": 0.91, "mol_weight_da": 98.10, "de_lowest_kj_mol": 156.7, "total_energy_ha": -344.5422, "homo_energy_ev": -9.4, "homo_lumo_gap_ev": 10.324, "total_charge": 0, "symbols": ["O", "C", "C", "O", "C", "C", "C", "H", "H", "H", "H", "H", "H"], "positions_angstrom": [[1.1659, 2.0631, 0.6785], [0.7157, 1.0146, 0.2877], [1.5405, -0.2045, -0.1135], [0.6651, -1.0711, -0.8079], [-0.6567, -0.5630, -0.8076], [-1.3251, -0.5071, 0.5822], [-0.7063, 0.7225, -0.0264], [1.9816, -0.7139, 0.7561], [2.3496, 0.1299, -0.7758], [-1.1715, -0.9536, -1.6829], [-0.8090, -1.0979, 1.3309], [-2.4036, -0.4013, 0.7615], [-1.3461, 1.5822, -0.1828]], "atomic_forces_ev_per_a": [[-0.10, -0.34, 0.02], [0.32, 0.35, 0.08], [0.09, 0.11, 0.09], [-0.23, -0.07, 0.08], [-0.84, -0.62, 0.90], [0.25, -0.57, -0.35], [0.23, 0.43, -0.30], [-0.11, 0.21, -0.13], [-0.11, -0.12, 0.12], [-0.15, 0.81, 0.12], [0.09, 0.32, 0.15], [0.50, -0.37, -0.54], [0.06, -0.15, -0.25]], "mulliken_charge": [-0.567, 0.387, -0.305, -0.428, -0.161, -0.682, -0.083, 0.247, 0.279, 0.398, 0.234, 0.270, 0.411]}


{"formula": "C23H25F17N2O10S", "method": "ωB97M-V with the def2-TZVPD basis set", "smiles": "C[C@@](C#N)(CC#N)S(=O)(=O)C(F)(F)C(F)(F)F.CCOC(=O)C(F)(F)F.CCOC(=O)C(F)(F)F.CCOC(=O)C(F)(F)F.CCOC(=O)C(F)(F)F", "lumo_ev": 0.32, "mol_weight_da": 844.49, "total_energy_ha": -3849.2659, "homo_energy_ev": -11.3, "homo_lumo_gap_ev": 11.606, "total_charge": 0, "symbols": ["C", "C", "C", "N", "C", "C", "N", "S", "O", "O", "C", "F", "F", "C", "F", "F", "F", "H", "H", "H", "H", "H", "C", "C", "O", "C", "O", "C", "F", "F", "F", "H", "H", "H", "H", "H", "C", "C", "O", "C", "O", "C", "F", "F", "F", "H", "H", "H", "H", "H", "C", "C", "O", "C", "O", "C", "F", "F", "F", "H", "H", "H", "H", "H", "C", "C", "O", "C", "O", "C", "F", "F", "F", "H", "H", "H", "H", "H"], "positions_angstrom": [[-4.2145, 4.8944, -0.3431], [-4.2414, 3.8167, -1.4504], [-3.4735, 4.3419, -2.5955], [-2.8823, 4.7689, -3.4755], [-3.6131, 2.4401, -1.0414], [-2.8721, 2.5000, 0.2165], [-2.3164, 2.5366, 1.2182], [-5.9068, 3.5409, -2.1801], [-6.2913, 4.7393, -2.8541], [-5.8883, 2.2882, -2.8723], [-7.1506, 3.3779, -0.7665], [-8.2650, 3.8939, -1.2758], [-6.7733, 4.1168, 0.2808], [-7.4600, 1.9147, -0.2700], [-8.5392, 1.4490, -0.8630], [-6.4481, 1.0837, -0.4982], [-7.6669, 1.9446, 1.0407], [-4.4299, 4.4714, 0.6361], [-3.2381, 5.3807, -0.3453], [-4.9618, 5.6639, -0.5543], [-2.9140, 2.1141, -1.8188], [-4.3745, 1.6631, -0.9650], [1.5292, 0.9602, -4.1027], [1.7728, 1.0671, -2.6161], [1.7667, 2.4465, -2.1701], [0.5824, 2.9976, -2.0016], [-0.4884, 2.4810, -2.1572], [0.7610, 4.4568, -1.5180], [1.6862, 5.0944, -2.2391], [1.1553, 4.4510, -0.2349], [-0.3798, 5.1352, -1.6117], [2.2567, 1.5580, -4.6535], [1.6178, -0.0749, -4.4141], [0.5336, 1.3175, -4.3663], [2.7589, 0.7000, -2.3496], [1.0359, 0.5055, -2.0430], [1.0102, -5.8740, -7.4204], [1.2142, -5.7651, -5.9267], [1.1472, -4.3889, -5.4840], [-0.0670, -3.8868, -5.3301], [-1.1162, -4.4332, -5.5040], [0.0392, -2.4296, -4.8255], [0.9521, -1.7359, -5.5216], [0.4120, -2.4210, -3.5345], [-1.1295, -1.8099, -4.9289], [1.7320, -5.2518, -7.9499], [1.1432, -6.9087, -7.7347], [0.0086, -5.5536, -7.7042], [2.2095, -6.0953, -5.6390], [0.4830, -6.3530, -5.3734], [0.6859, 2.8632, 3.0780], [0.8323, 1.5259, 3.7657], [1.5759, 0.5783, 2.9600], [2.8911, 0.6969, 2.9941], [3.5478, 1.4873, 3.6055], [3.5275, -0.4207, 2.1368], [2.9135, -0.5450, 0.9544], [3.4190, -1.5985, 2.7802], [4.8144, -0.1794, 1.9232], [0.2193, 2.7429, 2.1017], [0.0545, 3.5140, 3.6814], [1.6518, 3.3494, 2.9417], [-0.1374, 1.0557, 3.9116], [1.3186, 1.6168, 4.7365], [4.4733, -3.6082, 5.0606], [3.4357, -3.7873, 6.1440], [3.8717, -4.7305, 7.1504], [4.7029, -4.2601, 8.0668], [5.1268, -3.1460, 8.1671], [5.0454, -5.3801, 9.0779], [5.3460, -6.5245, 8.4542], [3.9908, -5.6019, 9.8769], [6.0796, -5.0236, 9.8320], [4.7307, -4.5711, 4.6179], [4.0840, -2.9549, 4.2818], [5.3853, -3.1651, 5.4595], [2.5211, -4.2204, 5.7451], [3.1870, -2.8428, 6.6268]], "atomic_forces_ev_per_a": [[-0.38, 0.23, -0.16], [0.70, 0.00, 0.25], [-0.57, -0.17, 0.29], [0.29, 0.14, -0.33], [0.12, -0.08, -0.18], [-0.15, 0.01, -0.14], [0.09, 0.00, 0.10], [-0.03, -0.01, -0.58], [0.04, 0.08, 0.35], [-0.02, 0.01, 0.14], [-0.06, -0.25, -0.10], [-0.19, 0.04, 0.03], [0.10, 0.05, 0.08], [0.09, 0.25, 0.06], [-0.18, -0.11, -0.24], [0.23, -0.12, 0.03], [-0.13, 0.04, 0.23], [0.13, 0.00, -0.09], [-0.02, -0.21, 0.11], [0.15, -0.06, -0.05], [-0.13, 0.06, 0.11], [0.05, 0.12, 0.04], [-0.03, 0.36, 0.01], [0.01, -0.32, -0.03], [-0.06, 0.04, 0.00], [0.01, -0.06, -0.05], [-0.04, 0.11, 0.11], [0.02, 0.04, -0.06], [-0.03, -0.03, 0.06], [-0.06, 0.04, -0.06], [0.04, -0.12, 0.11], [0.04, -0.05, 0.02], [0.09, 0.10, 0.07], [-0.02, -0.06, 0.03], [0.09, 0.09, 0.04], [-0.07, 0.09, 0.01], [-0.06, 0.18, -0.03], [0.07, -0.29, -0.05], [-0.09, 0.06, 0.02], [-0.03, -0.07, 0.01], [0.13, 0.05, 0.01], [-0.06, 0.01, -0.02], [-0.14, -0.25, -0.09], [0.00, 0.02, -0.06], [0.09, -0.02, 0.02], [0.04, -0.05, 0.00], [0.01, -0.01, 0.01], [-0.02, -0.05, 0.03], [0.02, 0.09, 0.02], [-0.07, 0.09, -0.01], [0.22, -0.03, -0.20], [-0.28, 0.17, 0.24], [0.10, 0.04, -0.02], [0.02, -0.01, 0.06], [-0.08, -0.06, -0.06], [-0.01, 0.05, -0.06], [0.05, 0.01, 0.00], [-0.05, 0.13, -0.15], [-0.06, -0.03, 0.01], [-0.09, 0.00, 0.05], [-0.03, -0.01, 0.01], [0.01, -0.02, 0.08], [0.02, -0.06, -0.09], [0.10, 0.00, -0.05], [0.17, -0.11, 0.09], [-0.17, 0.16, -0.20], [0.07, 0.01, 0.09], [-0.02, 0.06, -0.01], [-0.05, -0.13, -0.02], [0.02, 0.06, -0.05], [0.00, 0.04, 0.06], [0.06, -0.02, -0.02], [-0.07, -0.05, -0.02], [-0.06, 0.01, -0.04], [0.05, -0.12, 0.12], [-0.04, 0.05, 0.01], [0.02, -0.07, 0.05], [0.08, -0.01, 0.06]], "mulliken_charge": [-1.905, 1.678, -0.658, -0.493, -0.091, 0.094, -0.439, 1.137, -0.638, -0.588, 0.671, -0.239, -0.255, 0.626, -0.238, -0.233, -0.258, 0.437, 0.449, 0.480, 0.272, 0.266, -1.052, -0.253, -0.359, 0.325, -0.498, 0.879, -0.259, -0.254, -0.214, 0.355, 0.251, 0.313, 0.416, 0.277, -1.100, -0.226, -0.304, 0.162, -0.517, 1.172, -0.311, -0.262, -0.253, 0.305, 0.375, 0.321, 0.309, 0.332, -1.037, -0.255, -0.323, 0.315, -0.504, 0.883, -0.225, -0.313, -0.249, 0.154, 0.421, 0.365, 0.345, 0.338, -0.635, -0.275, -0.316, 0.329, -0.509, 0.910, -0.246, -0.254, -0.236, 0.314, 0.000, 0.334, 0.329, 0.333]}